Run w
{"formula": "C7H14N3", "method": "wB97M-V/def2-TZVPD", "symbols": ["N", "C", "C", "C", "C", "H", "H", "H", "H", "H", "H", "H", "H", "H", "C", "C", "C", "N", "N", "H", "H", "H", "H", "H"], "xyz": [[1.38700, 0.35859, 0.19422], [2.27381, 0.96251, -0.80978], [2.30259, -0.48238, 0.97755], [3.28920, -0.12533, -1.22419], [3.30863, -1.09960, -0.01898], [0.72529, -0.25839, -0.29390], [1.68776, 1.36930, -1.65625], [2.79783, 1.80896, -0.32566], [2.83032, 0.17663, 1.69355], [1.73961, -1.23389, 1.56384], [2.94287, -0.64402, -2.13878], [4.28784, 0.30211, -1.43739], [4.31785, -1.20261, 0.42409], [2.97213, -2.10798, -0.32783], [1.05529, 3.42115, 2.74541], [0.22810, 4.24573, 3.46075], [-1.04443, 2.82986, 2.31014], [0.23914, 2.56358, 2.04982], [-1.05513, 3.85376, 3.16906], [2.14256, 3.38043, 2.67991], [0.45134, 5.06639, 4.14250], [-1.91283, 2.31296, 1.90173], [0.55820, 1.81289, 1.41110], [-1.91767, 4.28100, 3.55220]], "homo_energy_ev": -12.9467, "charge": 1, "mol_weight_da": 140.21, "spin_multiplicity": 1, "orbital_gap_ev": 10.12}



Run x
{"formula": "C7H14N3", "method": "wB97M-V/def2-TZVPD", "symbols": ["C", "C", "C", "C", "N", "N", "C", "C", "C", "N", "H", "H", "H", "H", "H", "H", "H", "H", "H", "H", "H", "H", "H", "H"], "xyz": [[-0.09587, 2.22370, -0.33711], [-1.01907, 1.38395, 0.46870], [-0.37414, 0.00607, 0.90027], [-1.37188, -1.12272, 1.46506], [0.28583, -0.79097, -0.41130], [-0.29302, -0.60599, -1.59695], [0.58003, -0.97603, -2.57034], [1.72781, -1.36801, -1.92172], [1.54941, -1.24859, -0.59073], [2.28841, -1.67166, 0.40238], [-0.32934, 2.14637, -1.42759], [0.93242, 2.02625, -0.25516], [-0.24817, 3.22391, -0.02081], [-1.13372, 1.94712, 1.39943], [-2.03075, 1.25191, 0.07966], [0.40673, 0.13311, 1.57416], [-1.65764, -0.77206, 2.43476], [-2.30995, -1.25619, 0.77460], [-0.61499, -1.99115, 1.33500], [-1.07068, 0.06830, -1.58016], [0.35236, -0.90823, -3.61425], [2.53795, -1.72774, -2.45969], [3.18502, -2.04010, 0.13601], [2.39528, -1.01715, 1.09765]], "homo_energy_ev": -13.5214, "charge": 1, "mol_weight_da": 140.21, "smiles": "CC[C@@H](C)n1[nH]ccc1=[NH2+]", "spin_multiplicity": 1, "orbital_gap_ev": 10.61}



Run y
{"formula": "C7H14N3", "method": "wB97M-V/def2-TZVPD", "symbols": ["C", "N", "C", "C", "N", "C", "C", "N", "C", "C", "H", "H", "H", "H", "H", "H", "H", "H", "H", "H", "H", "H", "H", "H"], "xyz": [[-2.00500, -1.59318, -1.14578], [-0.97456, -1.11270, -0.23347], [-1.34088, -0.13882, 0.80064], [-0.37470, 1.08856, 1.12811], [1.01988, 0.69275, 0.74466], [1.72893, -0.38436, 1.51470], [2.39224, -1.18439, 0.64073], [2.10365, -0.72897, -0.65760], [1.41319, 0.33342, -0.63680], [0.90506, 1.19693, -1.61622], [-2.98868, -0.97356, -1.20678], [-1.30855, -1.57172, -2.12868], [-2.26940, -2.57328, -0.71686], [-0.33848, -1.72363, 0.21284], [-1.52434, -0.67627, 1.76442], [-2.37361, 0.22937, 0.50945], [-0.46848, 1.97326, 0.39500], [-0.59905, 1.37623, 2.16886], [1.49344, 1.49306, 1.08306], [1.86012, -0.31398, 2.60122], [3.07130, -1.91851, 0.84163], [0.74565, 2.20760, -1.13986], [-0.13006, 1.14944, -1.87011], [1.51832, 1.04817, -2.58171]], "homo_energy_ev": -12.3276, "charge": 1, "mol_weight_da": 140.21, "smiles": "CNCC[N@H+]1C=CN=C1C", "spin_multiplicity": 1, "orbital_gap_ev": 8.28}



Run z
{"formula": "C7H14N3", "method": "wB97M-V/def2-TZVPD", "symbols": ["C", "C", "C", "C", "C", "C", "C", "N", "N", "N", "H", "H", "H", "H", "H", "H", "H", "H", "H", "H", "H", "H", "H", "H"], "xyz": [[-3.16191, -0.05601, -1.60442], [-1.78947, -0.02273, -1.46858], [-2.67571, 0.44309, 0.49156], [2.46303, -0.55538, -1.15350], [1.92256, -1.56276, 0.99910], [1.18605, 0.75587, 0.47628], [1.83767, -0.35540, 0.17725], [-3.68805, 0.29514, -0.36859], [-1.50077, 0.35413, -0.20127], [-2.93215, 0.73717, 1.79474], [-3.77404, -0.09547, -2.46014], [-0.93482, 0.02152, -2.11510], [2.00970, 0.16653, -1.87011], [3.54024, -0.33890, -1.00887], [2.26042, -1.57521, -1.66206], [2.03091, -1.50371, 2.14210], [1.17987, -2.36344, 0.84929], [2.88403, -2.05988, 0.78529], [1.39026, 1.70451, -0.02720], [-0.47011, 0.44306, 0.07994], [0.88089, 0.83020, 1.49853], [-4.58549, 0.10449, -0.13011], [-3.91250, 0.50268, 2.02092], [-2.16226, 1.30235, 2.26597]], "homo_energy_ev": -12.7722, "charge": 1, "mol_weight_da": 140.21, "spin_multiplicity": 1, "orbital_gap_ev": 9.94}



Need the numbers? Relative energies in hartree: run w 0.0000; run x 0.0762; run y 0.1654; run z 0.0625.



Run w
{"formula": "C4H6O", "method": "wB97M-V/def2-TZVPD", "symbols": ["C", "C", "C", "C", "O", "H", "H", "H", "H", "H", "H"], "xyz": [[-0.70044, 0.82492, -1.61163], [0.13984, 0.75416, -0.53381], [0.00885, -0.31046, 0.43550], [0.86660, -0.36846, 1.41598], [-1.03723, -1.24474, 0.24723], [-1.56606, 0.17649, -1.66725], [-0.33020, 1.28374, -2.43012], [0.87487, 1.61697, -0.40506], [1.06080, -1.17935, 2.12070], [1.52455, 0.55828, 1.61166], [-0.84158, -2.11155, 0.81681]], "homo_energy_ev": -8.6086, "mol_weight_da": 70.09, "smiles": "C=CC(=C)O", "spin_multiplicity": 1, "orbital_gap_ev": 9.40}



Run x
{"formula": "C4H6O", "method": "wB97M-V/def2-TZVPD", "symbols": ["C", "C", "C", "O", "C", "H", "H", "H", "H", "H", "H"], "xyz": [[0.89297, -1.27373, 0.76129], [1.59649, -0.66661, -0.18866], [1.12594, 0.51207, -0.53339], [-0.00428, 0.83562, 0.27293], [-1.25936, 0.60459, -0.32252], [1.03389, -1.03471, 1.81304], [0.01750, -1.86774, 0.50395], [1.41751, 1.28563, -1.23541], [-1.27579, -0.28065, -0.98070], [-1.52598, 1.49110, -0.89756], [-1.99847, 0.45106, 0.47488]], "homo_energy_ev": [-9.2489, -9.2486], "mol_weight_da": 70.09, "smiles": "C=C=COC", "spin_multiplicity": 1, "orbital_gap_ev": [9.51, 9.51]}



Run y
{"formula": "C4H6O", "method": "wB97M-V/def2-TZVPD", "symbols": ["C", "C", "C", "C", "O", "H", "H", "H", "H", "H", "H"], "xyz": [[-2.20174, 0.25801, 0.05665], [-0.78495, -0.20750, -0.04227], [0.40487, -0.35217, -0.09020], [1.85167, -0.51229, 0.05784], [2.53399, 0.69672, 0.05782], [-2.53431, 1.46165, -0.09569], [-2.79813, -0.43953, -0.86224], [-2.74089, -0.01563, 1.18006], [2.14557, -1.24622, -0.75037], [2.24959, -1.09260, 0.91751], [1.87433, 1.44957, -0.42912]], "homo_energy_ev": -9.5005, "mol_weight_da": 70.09, "smiles": "CC#CCO", "spin_multiplicity": 1, "orbital_gap_ev": 10.18}



Run z
{"formula": "C4H6O", "method": "wB97M-V/def2-TZVPD", "symbols": ["C", "C", "C", "C", "O", "H", "H", "H", "H", "H", "H"], "xyz": [[-1.08196, 0.96458, 0.10604], [-1.79486, -0.01070, -0.54725], [-0.45214, -0.15179, 0.84595], [1.86877, -0.31008, -0.24580], [-1.35905, -1.10651, 0.24344], [-0.78780, 1.91559, 0.02468], [-2.34938, -0.12595, -1.39127], [-0.05992, -0.44153, 1.89242], [2.42528, -1.03246, 0.22308], [1.88850, 0.61422, 0.19725], [1.70257, -0.31538, -1.34854]], "homo_energy_ev": [-8.1928, -8.5052], "mol_weight_da": 70.09, "spin_multiplicity": 1, "orbital_gap_ev": [8.45, 8.59]}



Need the numbers? Relative energies in hartree: run w 0.0000; run x 0.0879; run y 0.0711; run z 0.1477.



Run w
{"formula": "C4H6O", "method": "wB97M-V/def2-TZVPD", "symbols": ["C", "O", "C", "C", "C", "H", "H", "H", "H", "H", "H"], "xyz": [[-0.18316, -1.29946, 0.33891], [-1.13508, -0.31872, 0.22250], [-0.63791, 0.77950, -0.49509], [0.74984, 1.07931, 0.03878], [1.53140, 0.23407, 0.68731], [-0.57302, -2.08637, 0.98887], [0.15036, -1.69015, -0.63428], [-1.33560, 1.61128, -0.35740], [-0.58008, 0.55117, -1.57233], [1.15716, 2.07372, -0.13229], [0.85608, -0.93436, 0.91501]], "homo_energy_ev": -9.4926, "mol_weight_da": 70.09, "spin_multiplicity": 1, "orbital_gap_ev": 9.98}



Run x
{"formula": "C4H6O", "method": "wB97M-V/def2-TZVPD", "symbols": ["O", "C", "C", "C", "C", "H", "H", "H", "H", "H", "H"], "xyz": [[-1.59058, -0.01081, 1.26994], [-0.87616, 0.22926, 0.32115], [-0.47346, 1.33192, -0.40276], [1.06684, -0.39278, 0.36777], [0.07036, -1.15847, -0.24107], [0.13386, 1.21841, -1.29010], [-1.00359, 2.27272, -0.26989], [1.18017, -0.40425, 1.44734], [1.82188, 0.14302, -0.19451], [-0.40767, -1.95796, 0.31389], [0.07836, -1.27107, -1.32177]], "homo_energy_ev": -8.5132, "mol_weight_da": 70.09, "spin_multiplicity": 1, "orbital_gap_ev": 8.45}



Need the numbers? Relative energies in hartree: run w 0.0526; run x 0.0000.



Run w
{"formula": "C4H6O", "method": "wB97M-V/def2-TZVPD", "symbols": ["C", "C", "C", "O", "C", "H", "H", "H", "H", "H", "H"], "xyz": [[-0.74078, 2.08735, -0.78938], [-0.29178, 1.34020, 0.04070], [0.22089, 0.36071, 1.01248], [-0.27387, -0.93706, 0.80478], [0.16242, -1.52077, -0.40229], [-1.15560, 2.74079, -1.52238], [-0.08446, 0.64631, 2.02366], [1.32287, 0.35909, 0.98009], [1.21975, -1.28780, -0.59972], [-0.43303, -1.18755, -1.26334], [0.05358, -2.60127, -0.28460]], "homo_energy_ev": -10.1755, "mol_weight_da": 70.09, "smiles": "C#CCOC", "spin_multiplicity": 1, "orbital_gap_ev": 11.22}



Run x
{"formula": "C4H6O", "method": "wB97M-V/def2-TZVPD", "symbols": ["C", "C", "C", "C", "O", "H", "H", "H", "H", "H", "H"], "xyz": [[1.52540, 0.01050, 1.46900], [0.62710, -0.88850, 1.02793], [-0.34623, -0.67022, -0.01810], [-0.35023, 0.50125, -0.70559], [-1.37590, 0.71432, -1.61223], [1.91619, -0.09146, 2.47511], [2.08345, 0.66101, 0.78317], [0.44529, -1.71262, 1.79554], [-1.16066, -1.30353, -0.32741], [0.27770, 1.37490, -0.56778], [-1.22728, 1.65279, -1.77638]], "homo_energy_ev": -8.0496, "mol_weight_da": 70.09, "smiles": "C=C/C=C/O", "spin_multiplicity": 1, "orbital_gap_ev": 8.82}



Run y
{"formula": "C4H6O", "method": "wB97M-V/def2-TZVPD", "symbols": ["C", "C", "C", "C", "O", "H", "H", "H", "H", "H", "H"], "xyz": [[-0.68459, 0.45519, -2.24356], [-0.36080, 0.29513, -1.09334], [0.39387, 0.08325, 0.15319], [-0.35309, 0.06772, 1.47997], [1.10567, -1.14300, 0.07021], [-1.03174, 0.50354, -3.25000], [1.08159, 0.94240, 0.17350], [0.40444, 0.07742, 2.26931], [-0.94914, -0.84144, 1.59847], [-0.99201, 0.94640, 1.59832], [1.27727, -1.32040, -0.86363]], "homo_energy_ev": -10.1383, "mol_weight_da": 70.09, "smiles": "C#C[C@@H](C)O", "spin_multiplicity": 1, "orbital_gap_ev": 11.05}



Need the numbers? Relative energies in hartree: run w 0.0182; run x 0.0000; run y 0.0021.



Run w
{"formula": "C3H4FN3O", "method": "wB97M-V/def2-TZVPD", "symbols": ["C", "C", "C", "N", "N", "N", "O", "F", "H", "H", "H", "H"], "xyz": [[-2.28136, 1.02939, -0.31451], [-0.37444, 0.00825, 0.39253], [2.61073, -1.06082, -0.44696], [-1.69173, 0.46112, -1.29766], [-0.59648, -0.13324, -0.93693], [-1.41667, 0.78767, 0.84634], [0.63083, -0.33066, 1.06638], [2.96029, -1.94001, 0.41373], [-3.33692, 1.35224, -0.22299], [3.23341, -0.24775, -0.21125], [1.76703, -1.03568, -1.07650], [-1.50469, 1.10950, 1.78782]], "homo_energy_ev": [-8.6507, -7.4052], "mol_weight_da": 117.08, "spin_multiplicity": 1, "orbital_gap_ev": [8.07, 4.24]}



Run x
{"formula": "C3H4FN3O", "method": "wB97M-V/def2-TZVPD", "symbols": ["N", "C", "N", "O", "C", "N", "C", "F", "H", "H", "H", "H"], "xyz": [[0.36346, -1.91419, 1.43913], [0.31355, -0.95411, 0.40274], [1.09375, -1.05728, -0.63966], [0.76492, -0.03159, -1.35055], [-0.13651, 0.81141, -0.72232], [-0.48328, 1.89170, -1.39174], [-0.47314, 0.26859, 0.47028], [-1.13239, 0.80542, 1.50164], [0.37763, -2.93135, 0.99838], [-0.52131, -2.04674, 1.99599], [-1.27851, 2.33260, -0.78053], [0.45352, 2.45248, -1.68248]], "homo_energy_ev": -8.6520, "mol_weight_da": 117.08, "smiles": "Nc1noc(N)c1F", "spin_multiplicity": 1, "orbital_gap_ev": 9.23}



Need the numbers? Relative energies in hartree: run w 0.0815; run x 0.0000.